The following is a DFT calculation (ωB97M-V/def2-TZVPD) of the ion C5H9NO with charge +1 at a distorted geometry.

ORCA input file:
```
! RIJCOSX wB97M-V def2-TZVPD def2/J DEFGRID3
* xyz 1 2
H -1.64863 0.50769 0.32187
H 0.40109 0.56821 -1.88602
H 1.98570 0.10162 -0.35047
C 1.04709 0.07387 0.20041
H -3.08039 1.79755 -1.31821
N 1.51384 -1.34503 2.17097
C -1.24094 0.85714 -0.62552
H -1.83866 1.59966 -2.60386
O -0.06425 -1.93155 0.69538
C 0.84917 -1.17733 1.00507
H 2.38501 -0.92343 2.44358
H -0.36353 -0.85802 -1.18784
C -2.06873 1.49158 -1.55066
H 1.03136 1.00167 0.77391
C 0.02423 0.16452 -0.94596
H 1.06763 -1.92815 2.85735
*
```

Values from the calculation:
ΔE to the lowest compared entry with this formula, charge and spin (kcal/mol): 37.3
Gap between HOMO and LUMO (alpha / beta) (Ha): 0.3301 / 0.1885
⟨S²⟩: 0.75
HOMO level (alpha / beta) (eV): -14.039 / -14.003